# 1
This record from the Open Molecules 2025 dataset describes the molecule C22H30N4O5S at a distorted geometry. The level of theory is the ωB97M-V functional and the def2-TZVPD basis.

CARTESIAN COORDINATES (ANGSTROEM)
C (0.281, 2.013, -3.930)
C (1.053, 1.747, -2.646)
O (0.281, 0.943, -1.755)
C (0.287, -0.375, -1.961)
O (1.049, -0.925, -2.727)
C (-0.669, -1.081, -1.105)
C (-1.875, -0.611, -0.498)
S (-2.774, 0.907, -0.819)
O (-2.376, 1.427, -2.091)
O (-4.168, 0.594, -0.641)
N (-2.435, 2.068, 0.320)
C (-2.905, 1.863, 1.668)
C (-1.872, 1.159, 2.553)
C (-0.530, 1.885, 2.486)
C (-0.096, 1.965, 1.019)
C (1.237, 2.646, 0.864)
O (1.383, 3.848, 0.810)
N (2.343, 1.844, 0.715)
C (2.511, 0.472, 0.806)
N (1.611, -0.229, 1.479)
C (1.783, -1.532, 1.618)
C (2.873, -2.209, 1.107)
C (3.809, -1.479, 0.387)
C (3.649, -0.116, 0.217)
C (4.639, 0.695, -0.561)
C (-1.164, 2.731, 0.228)
C (-2.402, -1.661, 0.216)
C (-3.653, -1.767, 1.009)
N (-1.556, -2.730, 0.091)
C (-1.776, -4.013, 0.701)
C (-0.520, -2.407, -0.728)
C (0.524, -3.387, -1.121)
H (0.760, 2.807, -4.496)
H (0.244, 1.111, -4.535)
H (-0.738, 2.300, -3.677)
H (1.243, 2.674, -2.098)
H (1.999, 1.235, -2.858)
H (-3.829, 1.290, 1.595)
H (-3.137, 2.848, 2.089)
H (-1.731, 0.134, 2.208)
H (-2.239, 1.133, 3.581)
H (0.220, 1.339, 3.059)
H (-0.621, 2.894, 2.895)
H (-0.026, 0.950, 0.629)
H (3.182, 2.368, 0.491)
H (1.009, -2.037, 2.181)
H (2.999, -3.268, 1.264)
H (4.667, -1.974, -0.045)
H (5.375, 0.042, -1.024)
H (4.141, 1.264, -1.346)
H (5.168, 1.394, 0.089)
H (-0.913, 2.780, -0.830)
H (-1.258, 3.749, 0.619)
H (-4.303, -0.939, 0.743)
H (-4.168, -2.699, 0.783)
H (-3.451, -1.737, 2.081)
H (-2.106, -3.884, 1.732)
H (-2.539, -4.575, 0.157)
H (-0.852, -4.586, 0.695)
H (0.076, -4.212, -1.675)
H (1.042, -3.792, -0.252)
H (1.243, -2.892, -1.765)

For the LUMO energy, the calculation gives 0.45 eV. As for the frontier orbital gap: 8.9 eV. Its total energy is -50335.5351 eV. Its SMILES is CCOC(=O)c1c(S(=O)(=O)N2CCC[C@H](C(=O)Nc3ncccc3C)C2)c(C)n(C)c1C.

***

# 2
This record from the Open Molecules 2025 dataset describes the molecule C22H30N6O at a distorted geometry. The level of theory is the ωB97M-V functional and the def2-TZVPD basis.

CARTESIAN COORDINATES (ANGSTROEM)
C (4.937, 1.980, 2.092)
C (3.772, 1.294, 2.796)
C (2.377, 1.843, 2.429)
C (2.311, 3.367, 2.567)
C (1.320, 1.238, 3.353)
N (2.110, 1.533, 1.029)
N (2.640, 2.342, 0.102)
N (2.293, 1.929, -1.041)
N (1.532, 0.853, -0.939)
C (1.414, 0.585, 0.348)
C (0.636, -0.625, 0.789)
C (-0.714, -0.511, 0.117)
C (-1.272, -1.462, -0.659)
C (-2.534, -1.265, -1.297)
C (-3.122, -2.237, -2.116)
C (-4.329, -2.004, -2.734)
C (-4.972, -3.029, -3.618)
C (-4.964, -0.773, -2.529)
C (-4.425, 0.213, -1.730)
C (-5.129, 1.523, -1.532)
C (-3.193, -0.039, -1.103)
N (-2.607, 0.890, -0.282)
C (-1.410, 0.745, 0.369)
O (-1.008, 1.630, 1.114)
N (1.289, -1.888, 0.502)
C (1.869, -2.050, -0.830)
C (3.383, -2.039, -0.629)
C (3.516, -2.780, 0.698)
C (2.296, -2.288, 1.485)
H (5.854, 1.425, 2.274)
H (5.073, 2.993, 2.461)
H (4.769, 2.028, 1.018)
H (3.794, 0.227, 2.558)
H (3.893, 1.391, 3.877)
H (2.954, 3.849, 1.838)
H (1.289, 3.697, 2.396)
H (2.616, 3.659, 3.568)
H (1.383, 1.726, 4.323)
H (1.476, 0.172, 3.510)
H (0.327, 1.413, 2.944)
H (0.460, -0.589, 1.866)
H (-0.760, -2.399, -0.810)
H (-2.606, -3.175, -2.258)
H (-5.082, -2.640, -4.629)
H (-5.965, -3.280, -3.248)
H (-4.375, -3.936, -3.658)
H (-5.911, -0.592, -3.018)
H (-4.507, 2.352, -1.870)
H (-6.056, 1.542, -2.099)
H (-5.372, 1.679, -0.480)
H (-3.081, 1.771, -0.130)
H (1.524, -1.269, -1.505)
H (1.561, -3.029, -1.219)
H (3.919, -2.521, -1.443)
H (3.743, -1.012, -0.536)
H (4.449, -2.569, 1.218)
H (3.446, -3.854, 0.529)
H (2.579, -1.447, 2.129)
H (1.881, -3.073, 2.128)

For the LUMO energy, the calculation gives 0.37 eV. As for the frontier orbital gap: 8.6 eV. Its total energy is -34289.4350 eV. Its SMILES is CCC(C)(C)n1nnnc1[C@@H](c1cc2cc(C)cc(C)c2[nH]c1=O)N1CCCC1.